2 unconnected molecules or ions with the total composition C2H6NO at a distorted geometry, computed with ωB97M-V/def2-TZVPD.

For the HOMO energy (spin up / spin down), the calculation gives -0.555 / -0.555 hartree. The calculation puts the energy above the lowest of the compared OMol25 structures with the same formula, charge and spin at 5.986 eV. As for the charge: +1. The strongest force on any atom comes out at 2.4 eV/A. As for the HOMO-LUMO gap (spin up / spin down): 7.955 / 7.966 eV.

Last column: natural (NBO) charge in e.
Atoms and positions in Å:
C -2.0529 -0.1137 0.1180  -0.049
C 1.7382 0.1390 -0.3540  -0.568
N 1.0994 -0.1959 0.8672  0.289
O -0.1035 -0.3449 1.0476  -0.220
H -1.7572 0.8165 -0.4230  0.229
H -2.9065 0.0154 0.8537  0.241
H -2.0982 -1.0764 -0.2918  0.210
H 2.6625 -0.4734 -0.2661  0.301
H 2.2909 1.1820 -0.2573  0.324
H 1.1274 0.0514 -1.2941  0.244